The following is a DFT calculation (ωB97M-V with the def2-TZVPD basis set) of a molecular structure, C25H28N3O5S3V at a distorted geometry.

Each line ends with the Mulliken spin population.
Cartesian coordinates (Å):
1 V -0.59 0.10 -0.40  2.92
2 C -1.17 0.94 -3.95  0.01
3 C -0.10 0.04 -4.14  0.00
4 C 0.86 0.30 -3.17  0.05
5 C 0.39 1.34 -2.32  0.08
6 C -0.87 1.76 -2.87  -0.03
7 H -2.10 0.96 -4.51  0.00
8 H -0.07 -0.77 -4.86  0.00
9 H 1.81 -0.20 -3.08  0.00
10 H 1.05 1.95 -1.72  -0.05
11 H -1.48 2.57 -2.51  0.00
12 C -1.86 0.78 3.80  -0.02
13 C -0.61 0.83 4.40  0.02
14 C 0.50 0.48 3.67  0.00
15 C 0.36 0.08 2.34  0.09
16 N -0.84 0.15 1.74  -0.14
17 C -1.92 0.45 2.46  0.07
18 C 1.43 -0.60 1.56  -0.13
19 C 2.51 -1.18 2.17  0.17
20 C 3.18 -2.19 1.38  -0.05
21 C 2.74 -2.56 0.17  0.07
22 C 1.60 -1.86 -0.53  0.05
23 N 1.07 -0.79 0.30  -0.14
24 H -2.77 1.00 4.34  0.00
25 H -0.52 1.12 5.44  0.00
26 H 1.49 0.46 4.11  0.00
27 H -2.85 0.44 1.90  0.00
28 H 2.75 -1.03 3.21  0.02
29 H 4.02 -2.73 1.82  0.00
30 H 3.23 -3.38 -0.35  0.00
31 H 1.95 -1.43 -1.47  -0.02
32 C -2.88 4.37 0.25  0.00
33 S -1.66 3.13 0.71  0.01
34 O -2.00 1.96 -0.18  -0.01
35 C -0.14 3.83 0.11  0.00
36 C 0.98 3.51 0.87  0.02
37 C 2.24 3.89 0.42  -0.01
38 C 2.36 4.58 -0.78  0.00
39 C 1.23 4.90 -1.53  0.00
40 C -0.02 4.52 -1.09  0.00
41 H -2.84 4.59 -0.81  0.00
42 H -2.72 5.27 0.85  0.00
43 H -3.84 3.93 0.50  0.00
44 H 0.87 2.95 1.79  0.00
45 H 3.11 3.62 0.99  0.00
46 H 3.34 4.86 -1.14  0.00
47 H 1.33 5.42 -2.47  0.00
48 H -0.89 4.73 -1.70  0.00
49 C -0.32 -3.28 1.41  0.01
50 N -0.02 -3.73 0.07  0.00
51 C 0.46 -5.09 -0.01  0.00
52 C 0.43 -2.81 -0.89  -0.01
53 O -0.66 -1.85 -1.25  0.00
54 H -1.00 -4.00 1.87  0.00
55 H -0.84 -2.32 1.37  0.02
56 H 0.57 -3.17 2.05  0.00
57 H -0.29 -5.75 0.43  0.00
58 H 1.42 -5.23 0.51  0.00
59 H 0.57 -5.38 -1.05  0.00
60 H 0.64 -3.37 -1.81  0.00
61 O -3.82 -4.31 -2.34  0.00
62 S -2.52 -4.46 -1.70  0.01
63 O -1.42 -4.87 -2.54  0.00
64 O -2.57 -5.12 -0.41  0.00
65 S -2.28 -2.32 -1.41  0.00

Summary:
Net charge: -1
Molar mass: 597.7 g/mol
HOMO energy (alpha / beta): -3.556 / -4.012 eV
Expectation value of S²: 3.787
ΔE to the lowest compared entry with this formula, charge and spin: 0.086 eV
Maximum force: 1.392 eV/A
2S+1: 4
E_tot: -99279.3286 eV